(1)
21
Properties=species:S:1:pos:R:3:mulliken_charge:R:1 method="wB97M-V/def2-TZVPD" homo_ev=-9.13 total_charge=0 homo_lumo_gap_ev=8.79
C 1.716 1.244 0.011 -0.561
C 2.421 0.146 0.087 -0.352
C 1.836 -1.173 0.283 0.925
C -0.292 -0.433 -0.447 -0.861
C 0.252 1.355 0.220 0.419
C 0.076 -2.755 0.319 -1.056
N 0.527 -1.400 0.067 0.216
N -0.371 2.381 -0.497 -0.467
N -0.224 1.295 1.674 1.121
O 2.564 -2.052 0.714 -0.666
O 0.390 0.515 2.394 -0.577
O -1.146 2.013 1.935 -0.643
I 4.551 0.214 0.046 0.143
H 2.255 2.283 -0.004 0.189
H -1.303 -0.374 -0.183 0.503
H -0.232 -0.342 -1.595 0.276
H -0.610 -2.783 1.170 0.345
H -0.412 -3.157 -0.606 0.341
H 0.920 -3.446 0.570 0.324
H 0.106 3.135 -0.684 0.138
H -1.403 2.546 -0.403 0.243

---

(2)
22
Properties=species:S:1:pos:R:3:mulliken_charge:R:1 method="wB97M-V/def2-TZVPD" homo_ev=-6.52 total_charge=0 homo_lumo_gap_ev=6.52
O 1.745 -0.467 -1.030 -0.312
C 1.790 0.136 0.188 0.807
C 2.938 -0.165 -1.775 -0.306
O 1.149 -0.334 1.113 -0.717
O 2.926 0.809 0.329 -0.328
C 3.583 0.941 -0.940 -0.344
H 2.659 0.161 -2.782 0.271
H 3.543 -1.077 -1.829 0.264
H 3.380 1.943 -1.333 0.292
H 4.657 0.802 -0.791 0.271
Li -0.194 -0.475 -1.812 0.908
O -0.287 1.469 -1.439 -0.635
O -1.832 1.226 0.134 -0.290
C -2.734 0.658 -0.831 -0.224
C -2.705 -0.868 -0.735 -0.517
O -1.404 -1.347 -0.760 -1.096
C -0.562 1.671 -0.251 -0.316
H -3.734 1.061 -0.626 0.348
H -2.434 0.956 -1.847 0.247
H -3.331 -1.266 -1.562 0.302
H -3.232 -1.163 0.201 0.248
K -1.043 -0.935 1.371 1.127

---

(3)
22
Properties=species:S:1:pos:R:3:mulliken_charge:R:1 method="wB97M-V/def2-TZVPD" homo_ev="-7.62 / -7.64" total_charge=0 homo_lumo_gap_ev="7.28 / 6.20" spin_multiplicity=2
O -2.001 -1.031 -0.421 -0.134
C -0.878 -0.702 -0.998 -0.530
C -2.566 -0.286 0.696 -0.322
O -0.095 -0.078 -0.107 -0.148
O -2.478 1.686 -0.691 -0.956
C -3.277 0.949 0.140 -0.386
H -1.777 -0.013 1.404 0.264
H -3.276 -0.976 1.167 0.329
H -3.669 1.481 1.036 0.243
H -4.180 0.587 -0.403 0.259
O 1.834 -0.488 -1.356 -0.380
C 1.196 0.404 -0.532 2.012
C 2.391 -1.506 -0.535 -0.383
O 1.087 1.627 -0.999 -1.275
O 1.988 0.442 0.660 -0.570
C 2.778 -0.750 0.746 -0.399
H 3.249 -1.940 -1.058 0.308
H 1.642 -2.287 -0.338 0.262
H 3.836 -0.465 0.766 0.284
H 2.519 -1.299 1.657 0.234
Li -0.799 2.112 -0.998 0.914
Mg 2.476 2.534 0.163 0.373

---

(4)
15
Properties=species:S:1:pos:R:3:mulliken_charge:R:1 method="wB97M-V/def2-TZVPD" homo_ev="-15.24 / -15.24" total_charge=+1 homo_lumo_gap_ev="8.54 / 8.54"
C 0.571 -1.964 0.030 -1.454
C -0.473 -0.917 -0.010 0.800
N -0.089 0.430 -0.126 0.127
C 1.163 1.055 -0.036 -0.862
C -1.315 1.256 -0.038 -0.371
C -2.320 0.256 -0.125 -0.055
C -1.865 -0.925 0.081 -0.103
H 1.109 -2.013 -0.848 0.454
H 0.005 -2.849 -0.035 0.358
H 1.332 -1.933 0.798 0.402
H 1.532 1.585 -1.041 0.280
H 1.870 0.369 0.429 0.329
H 1.195 1.822 0.669 0.396
H -1.391 2.141 -0.718 0.374
H -1.324 1.688 0.969 0.324

---

(5)
15
Properties=species:S:1:pos:R:3:mulliken_charge:R:1 method="wB97M-V/def2-TZVPD" homo_ev=-14.38 total_charge=+1 homo_lumo_gap_ev=9.87
C 0.412 2.658 1.203 -1.104
C -0.474 1.507 1.175 0.153
N -0.128 0.476 0.508 -0.112
C -0.276 -0.602 -0.101 0.523
C 0.551 -1.865 -0.260 -0.312
C -0.509 -2.576 -1.168 -0.478
C -0.413 -1.082 -1.445 -0.251
H -0.076 3.694 1.421 0.321
H 1.158 2.533 2.064 0.305
H 1.021 2.670 0.407 0.369
H -1.382 1.387 1.659 0.491
H 1.633 -2.033 -0.426 0.274
H -0.098 -3.253 -1.928 0.278
H -1.375 -3.026 -0.792 0.248
H -0.046 -0.487 -2.318 0.294

---

(6)
15
Properties=species:S:1:pos:R:3:mulliken_charge:R:1 method="wB97M-V/def2-TZVPD" homo_ev=-13.58 total_charge=+1 homo_lumo_gap_ev=8.53
C 0.368 -1.534 0.558 -0.543
C 2.459 2.884 0.700 -0.548
C 2.151 3.484 1.678 -0.305
C -0.818 -1.359 -0.044 0.557
C 1.156 -0.455 0.682 -0.370
C -2.771 -1.325 -1.681 -0.567
N -1.665 -1.311 -0.817 0.161
H 0.594 -2.495 0.992 0.378
H 2.554 2.340 -0.189 0.449
H 2.041 3.999 2.567 0.442
H 2.109 -0.800 1.083 0.266
H 0.961 0.603 0.347 0.176
H -3.416 -2.305 -1.560 0.297
H -3.417 -0.442 -1.589 0.306
H -2.306 -1.286 -2.727 0.300

---

(7)
15
Properties=species:S:1:pos:R:3:mulliken_charge:R:1 method="wB97M-V/def2-TZVPD" homo_ev=-14.17 total_charge=+1 homo_lumo_gap_ev=8.60
C -1.030 1.233 -0.417 -0.351
C 0.228 1.258 0.122 0.369
C -1.073 -0.145 -0.289 0.537
C -2.256 0.649 0.167 -0.469
C -0.728 -1.450 -0.318 -0.760
C 2.575 0.452 0.151 -0.750
N 1.204 0.563 0.036 0.012
H -2.449 0.827 1.231 0.252
H -3.128 0.802 -0.494 0.235
H -1.408 -1.958 -1.033 0.351
H -1.153 -1.998 0.576 0.335
H 0.332 -1.765 -0.585 0.297
H 2.798 0.868 1.217 0.345
H 3.172 1.219 -0.425 0.322
H 2.916 -0.555 0.059 0.275

---

(8)
15
Properties=species:S:1:pos:R:3:mulliken_charge:R:1 method="wB97M-V/def2-TZVPD" homo_ev="-14.11 / -13.62" total_charge=+1 homo_lumo_gap_ev="7.59 / 7.09"
C 1.560 -0.318 2.170 -0.258
C -0.014 0.898 -1.095 -0.141
C -1.340 0.251 -0.975 -0.245
C 1.052 0.095 -0.380 -0.845
C -1.577 -0.765 -0.121 -0.604
C -0.520 -0.844 1.077 0.062
N 0.773 -0.324 1.062 0.201
H 0.109 0.625 -2.186 0.265
H -0.033 1.988 -0.796 0.322
H 2.221 0.580 2.259 0.272
H -2.108 0.416 -1.795 0.357
H 1.237 -0.865 -0.879 0.387
H 1.962 0.690 -0.508 0.381
H -2.503 -1.300 0.087 0.380
H -0.821 -1.127 2.081 0.467

---

(9)
15
Properties=species:S:1:pos:R:3:mulliken_charge:R:1 method="wB97M-V/def2-TZVPD" homo_ev=-16.24 total_charge=+1 homo_lumo_gap_ev=9.54
C 0.008 -1.332 0.723 0.235
C 1.259 0.374 -0.643 0.171
C 2.010 -0.192 -1.489 -0.488
C 0.451 1.007 0.324 -0.272
C -0.608 -0.001 0.948 0.192
C -1.949 -0.030 0.229 -1.235
N 0.769 -2.073 0.285 -0.550
H 1.847 -1.324 -1.295 0.439
H 2.463 0.266 -2.299 0.372
H 0.969 1.317 1.304 0.302
H 0.043 1.875 -0.186 0.358
H -0.729 0.186 2.094 0.419
H -1.753 -0.687 -0.591 0.372
H -2.038 1.025 -0.157 0.284
H -2.742 -0.411 0.752 0.402

---

(10)
15
Properties=species:S:1:pos:R:3:mulliken_charge:R:1 method="wB97M-V/def2-TZVPD" homo_ev=-13.54 total_charge=+1 homo_lumo_gap_ev=7.19
C 2.462 0.156 -0.646 -0.158
C 2.116 0.835 0.344 -0.046
C 1.299 -0.176 -1.517 -0.544
C 0.121 -0.337 -0.925 0.098
C -1.023 -0.368 1.071 0.209
C -2.373 0.161 0.742 -1.016
N 0.014 -0.205 0.378 -0.415
H 3.487 -0.236 -0.960 0.353
H 1.680 1.270 1.129 0.465
H 1.522 -0.816 -2.317 0.338
H -0.545 -0.745 -1.636 0.355
H -0.994 -0.726 2.143 0.363
H -2.279 1.160 1.313 0.266
H -3.254 -0.293 1.147 0.359
H -2.232 0.320 -0.267 0.373

---

(11)
15
Properties=species:S:1:pos:R:3:mulliken_charge:R:1 method="wB97M-V/def2-TZVPD" homo_ev="-13.10 / -17.68" total_charge=+1 homo_lumo_gap_ev="8.53 / 8.12" spin_multiplicity=3
C -0.389 -0.155 0.021 1.230
C -1.861 -0.393 -0.102 0.017
C 0.087 1.185 0.067 -0.337
C 0.238 -1.384 0.140 -0.418
C -0.732 2.372 0.148 -1.183
C 1.611 -1.738 0.039 -1.134
N -2.895 -0.771 -0.330 -0.173
H 1.139 1.346 0.088 0.421
H -0.393 -2.309 0.223 0.362
H -1.134 2.488 -0.833 0.388
H -0.112 3.223 0.231 0.377
H -1.521 2.139 0.902 0.362
H 1.890 -2.705 0.510 0.368
H 2.590 -1.136 -0.138 0.325
H 1.482 -2.163 -0.965 0.393

---

(12)
16
Properties=species:S:1:pos:R:3:mulliken_charge:R:1 method="wB97M-V/def2-TZVPD" homo_ev=-8.57 total_charge=0 homo_lumo_gap_ev=9.26
C -2.117 0.174 -0.385 -0.026
C 0.298 1.334 -0.216 -0.687
C 1.224 0.247 0.699 0.251
C -0.115 -0.820 0.638 -0.680
C 2.362 -0.266 0.037 -0.648
C 3.303 -0.772 -0.572 -0.019
H -3.718 -0.737 -0.441 0.256
H -2.659 1.434 -0.137 0.187
H 0.689 1.476 -1.198 0.316
H -0.151 2.177 0.281 0.312
H 1.255 0.765 1.708 0.352
H -0.720 -0.987 1.492 0.335
H -0.155 -1.773 0.132 0.293
H 3.911 -1.340 -1.547 0.298
N -2.661 -1.118 -0.206 -0.588
N -0.746 0.207 -0.286 0.050

---

(13)
16
Properties=species:S:1:pos:R:3:mulliken_charge:R:1 method="wB97M-V/def2-TZVPD" homo_ev=-9.03 total_charge=0 homo_lumo_gap_ev=9.88
C 1.949 -0.171 0.255 -0.318
C 1.185 1.108 -0.390 -0.417
C -0.064 1.678 -0.247 -0.539
C -1.118 0.800 0.346 0.175
C -2.121 -0.229 -0.247 -0.509
C 0.003 -1.366 -0.117 0.046
H 3.021 -0.091 0.139 0.356
H 1.622 -0.035 1.287 0.278
H 2.036 2.258 -0.110 0.137
H -0.367 2.669 -0.454 0.472
H -1.421 1.430 1.251 0.273
H -3.215 -0.445 -0.258 0.221
H -1.988 -0.656 -1.282 0.222
H -0.375 -2.300 -0.714 0.314
N -0.983 -0.597 0.554 -0.212
N 1.223 -1.368 -0.191 -0.500

---

| no. | molecular weight (Da) | DFT total energy (a.u.) |
| --- | --- | --- |
| 1 | 297.1 | -920.940562 |
| 2 | 222.2 | -1292.346707 |
| 3 | 207.4 | -892.455318 |
| 4 | 94.1 | -287.708261 |
| 5 | 94.1 | -287.780907 |
| 6 | 94.1 | -287.755567 |
| 7 | 94.1 | -287.691664 |
| 8 | 94.1 | -287.722791 |
| 9 | 94.1 | -287.749109 |
| 10 | 94.1 | -287.698184 |
| 11 | 94.1 | -287.700231 |
| 12 | 108.1 | -342.678487 |
| 13 | 108.1 | -342.712803 |